15
Properties=species:S:1:pos:R:3:forces:R:3 method="wB97M-V/def2-TZVPD" lumo_ev=0.86 homo_ev=-9.51 spin_multiplicity=1 e_above_lowest_ev=3.678
H 0.2082 -2.7658 -0.6825 0.7 0.1 0.5
N -0.4748 -2.0296 -0.7163 -1.4 0.5 0.1
C -0.4139 -1.0481 0.0867 1.6 -0.1 -2.0
C 0.6528 -0.5635 1.0015 -0.5 -0.6 -1.3
C 1.1583 0.7734 0.5832 -4.3 1.1 0.1
C -1.4350 -0.0328 0.0277 -1.6 -1.4 1.0
N -2.2097 0.7085 -0.5665 -0.2 1.3 -1.6
C -2.6251 0.3496 0.8290 1.2 -1.4 -1.7
H 1.4667 -1.1842 0.9849 1.9 -2.2 0.0
H 0.1874 -0.6806 1.9211 -0.4 0.6 2.4
H 0.4225 1.5245 0.9684 0.1 -0.2 -0.9
H 1.2299 0.8469 -0.4880 0.5 0.2 -0.2
H 1.9346 1.0524 1.1568 3.5 0.7 1.3
H -3.3856 -0.3983 0.8241 -0.7 0.0 0.7
H -2.4332 1.0692 1.5406 -0.4 1.4 1.7



13
Properties=species:S:1:pos:R:3:forces:R:3 method="wB97M-V/def2-TZVPD" lumo_ev="1.06 / -3.48" homo_ev="-9.33 / -9.30" spin_multiplicity=2 e_above_lowest_ev=0.198
Br 1.5589 1.6383 -2.2492 0.1 0.1 -0.1
H -2.1039 0.6444 -1.2789 -1.2 -0.7 0.8
C -2.0191 -0.0949 -0.4363 0.3 1.1 -1.3
H -2.6471 0.1657 0.4172 0.0 0.1 -0.2
H -2.3039 -1.0680 -0.8428 0.2 0.0 0.2
C -0.5575 0.1171 -0.1761 0.5 -1.0 0.6
C 0.2644 -0.5165 0.6615 -0.4 0.6 -0.6
C 1.7093 -0.1967 0.8178 1.1 0.1 0.5
H -0.1680 0.8898 -0.8424 0.4 0.1 0.3
H -0.1050 -1.3062 1.3020 -0.3 -0.1 0.0
H 2.1904 -0.9418 1.4748 0.0 0.3 -0.4
H 2.2771 -0.1177 -0.1143 -0.2 -0.5 -0.1
H 1.9045 0.7865 1.2668 -0.4 -0.2 0.2



60
Properties=species:S:1:pos:R:3:forces:R:3 method="wB97M-V/def2-TZVPD" lumo_ev=0.14 homo_ev=-9.20 spin_multiplicity=1 e_above_lowest_ev=3.116
C 0.2333 0.8739 -1.9914 2.0 -3.5 -2.4
C 0.1405 -0.3577 -1.0635 -0.6 1.5 -0.2
C 0.8128 -0.0291 0.2384 -0.3 0.3 0.2
N 0.5745 -1.1623 1.1420 1.6 -0.4 0.4
N -0.3848 0.3793 -3.3247 -1.1 1.0 1.0
H -0.2726 1.7161 -1.5586 0.3 0.4 -0.2
H 1.3399 0.9608 -2.2407 -1.3 0.8 0.6
H -0.9311 -0.5428 -0.9950 0.0 -0.2 0.7
H 0.5251 -1.3086 -1.4603 0.2 0.8 0.0
H 0.4730 0.8716 0.7754 -0.9 -0.1 -0.3
H 1.8274 0.3597 0.0276 -0.2 -1.4 0.2
H 0.8910 -2.0457 0.6759 -0.4 1.1 0.6
H 1.2221 -0.9840 1.9257 -0.5 -0.7 -0.1
H 0.0217 0.8402 -4.1593 -0.9 0.1 1.0
H -1.4132 0.5829 -3.1716 1.5 -0.1 -1.1
H -1.4735 1.9491 2.6009 1.1 -0.2 -0.1
H -1.9141 2.1437 3.9244 0.9 -0.3 0.6
O -1.0696 1.8806 3.4967 -2.3 0.5 -0.5
H 2.1577 -2.6550 -1.9905 0.3 0.0 0.5
H 3.2362 -2.3636 -0.8709 -0.5 -0.3 -0.3
O 2.5614 -2.9992 -1.1701 0.2 0.4 -0.4
H -0.7206 -3.5563 -2.8928 -0.4 -1.6 1.4
H -0.7462 -4.6006 -1.6103 0.3 0.3 -0.2
O -1.2155 -4.3114 -2.4048 -0.2 0.7 -1.0
H 0.4142 0.4286 3.2081 -0.7 0.3 0.2
H 0.7330 0.1955 4.7181 0.1 0.2 -1.1
O 1.1202 0.2438 3.8207 0.9 -0.6 1.1
H 1.1143 3.1912 3.1682 -0.5 -0.4 -0.6
H 1.7619 2.7848 1.7740 -1.0 -0.3 -1.1
O 1.9096 3.0509 2.6574 2.3 0.5 2.3
H -2.0756 1.0570 0.2636 -0.5 -0.7 0.1
H -3.2016 2.0408 0.6324 -0.4 -0.5 0.0
O -2.2518 1.9296 0.6130 0.6 1.0 0.2
H 0.6330 -4.4072 0.9476 0.4 0.1 0.5
H 1.1878 -3.8880 -0.4216 1.2 0.5 -0.1
O 0.4916 -4.3632 0.0100 -1.7 -0.8 -0.2
H -4.0368 -0.3908 -1.8112 0.3 0.4 0.4
H -2.6299 -0.6756 -1.3872 -0.3 -0.1 0.4
O -3.2989 0.0284 -1.3299 -0.2 -0.3 -0.9
H -1.9409 -0.8670 1.8265 -1.8 0.5 -0.1
H -3.1787 -1.3243 1.0820 -0.4 -0.4 -0.6
O -2.9239 -0.6446 1.6999 2.4 -0.3 0.7
H -2.2127 -3.1208 -1.5778 -0.5 0.4 2.1
H -1.9907 -3.0761 -0.0256 0.4 -0.2 0.2
O -2.5316 -2.6652 -0.6974 0.1 -0.3 -2.1
H -1.9947 4.1975 -1.5808 0.0 0.3 -0.2
H -1.8667 2.8347 -0.9290 0.2 0.2 0.1
O -1.3540 3.5019 -1.4263 -0.3 0.0 0.1
H 0.5952 -2.5777 -4.1225 0.6 -0.9 -0.4
H -0.2221 -1.4826 -3.6258 0.6 -0.6 1.9
O 0.1960 -2.3702 -3.2793 -0.4 2.0 -1.9
H -0.6784 3.5294 0.7419 -0.5 -0.2 -0.6
H -0.0350 4.6027 1.5670 0.2 -0.2 0.1
O -0.1115 3.6413 1.5016 -0.6 0.9 -0.4
H 3.2742 1.9586 3.0178 0.2 -0.7 -0.5
H 4.0135 0.5080 2.8286 -0.4 1.8 -0.1
O 3.9966 1.4655 2.5503 0.5 -1.4 0.4
H 4.0538 1.2742 0.4066 -0.8 -1.0 0.6
H 3.7938 2.3351 -0.4439 -1.7 -1.7 -0.5
O 3.3717 1.4123 -0.2797 2.8 3.2 -0.2



89
Properties=species:S:1:pos:R:3:forces:R:3 method="wB97M-V/def2-TZVPD" lumo_ev="3.74 / 3.74" charge=-2 homo_ev="-1.34 / -1.02" spin_multiplicity=1
In 1.0327 -0.4964 0.6696 0.0 -0.1 -0.3
O -6.0554 -4.1353 2.7257 0.1 0.4 0.0
N -5.6787 -2.9227 2.7175 -0.1 -0.1 0.0
O -6.3800 -2.0277 3.2695 0.2 -0.2 -0.1
C -4.4855 -2.5947 2.0854 -0.1 0.0 0.0
C -3.7972 -3.6342 1.4571 -0.1 0.1 0.0
C -2.6209 -3.4138 0.7604 0.1 -0.1 0.0
C -1.9586 -4.4826 0.1125 -0.1 0.0 0.1
C -0.8075 -4.2731 -0.5831 0.0 -0.1 -0.1
C -0.2478 -2.9807 -0.5573 -0.1 0.2 0.1
N -0.8054 -1.9474 0.0395 -0.1 0.3 0.0
C -2.0664 -2.0889 0.6328 0.1 0.2 0.0
C -2.8345 -1.0091 1.1162 0.2 -0.1 -0.1
N -2.5333 0.3308 0.7857 0.1 0.0 -0.2
C -3.0127 1.3721 1.5683 0.2 0.0 0.0
C -3.9129 1.1587 2.5345 -0.2 -0.1 0.1
C -4.4691 -0.1468 2.7087 0.1 0.0 -0.1
C -3.9661 -1.2270 1.9990 -0.1 0.1 0.1
H -4.2158 -4.6265 1.5206 0.0 0.0 0.0
H -2.3965 -5.4717 0.1896 0.0 0.0 0.0
H -0.2828 -5.0707 -1.0939 0.0 0.1 0.0
H 0.7176 -2.8032 -1.0148 0.0 0.0 0.0
H -2.6188 2.3494 1.3138 0.0 0.0 0.0
H -4.2564 1.9879 3.1404 0.0 -0.1 0.0
H -5.2818 -0.3022 3.3936 0.0 0.0 0.0
Cl 4.8868 -1.4908 -1.7301 0.0 0.1 -0.1
C 3.6302 -1.0832 -2.8686 0.1 0.0 -0.1
C 3.9743 -0.9830 -4.2232 0.1 0.0 0.1
C 3.0148 -0.7626 -5.1622 -0.1 0.0 -0.1
Cl 3.4801 -0.6248 -6.8487 0.0 0.0 0.1
C 1.6539 -0.6798 -4.7892 0.0 0.0 0.0
C 0.5957 -0.5702 -5.7169 0.0 0.0 -0.1
C -0.6920 -0.5818 -5.2755 -0.1 0.0 0.1
C -0.9325 -0.6895 -3.8901 0.1 0.1 0.0
N 0.0208 -0.7507 -2.9963 0.0 0.0 0.0
C 1.3122 -0.7542 -3.4120 -0.1 0.0 0.1
C 2.3303 -0.9115 -2.3869 0.1 0.1 0.2
O 2.0935 -0.9737 -1.1269 -0.3 0.1 -0.1
H 5.0117 -1.0837 -4.5141 0.0 0.0 0.0
H 0.8236 -0.4995 -6.7724 0.0 0.0 0.0
H -1.5267 -0.5189 -5.9624 0.0 0.0 0.0
H -1.9528 -0.7151 -3.5211 0.0 0.0 0.0
C 0.3151 0.4281 2.4793 0.1 -0.2 -0.1
H 1.1570 0.6876 3.1233 -0.2 -0.1 0.0
H -0.3427 -0.2843 2.9808 0.0 0.1 0.1
H -0.2354 1.3200 2.1911 -0.1 0.0 0.1
C -2.2327 0.7637 -0.5855 0.0 0.0 0.1
C -3.4403 1.3042 -1.3259 0.0 0.0 0.0
C -3.2680 2.3453 -2.2356 0.0 0.0 -0.1
C -4.3414 2.8312 -2.9725 0.0 0.0 0.0
C -5.6089 2.2882 -2.7966 0.0 0.0 0.0
C -5.7913 1.2633 -1.8742 0.0 0.0 0.0
C -4.7146 0.7755 -1.1419 -0.1 0.0 -0.1
H -1.4714 1.5446 -0.5386 0.1 0.0 0.0
H -1.7885 -0.0522 -1.1424 0.1 -0.2 0.0
H -2.2770 2.7741 -2.3612 -0.1 0.0 0.0
H -4.1870 3.6429 -3.6766 0.0 -0.1 0.0
H -6.4513 2.6653 -3.3674 0.1 0.0 0.0
H -6.7784 0.8423 -1.7138 0.1 0.0 0.0
H -4.8737 -0.0159 -0.4160 0.0 0.0 0.0
F 7.6705 -1.5211 3.6450 0.2 0.0 0.1
C 6.4551 -1.7698 3.1389 0.0 0.0 0.0
C 6.2735 -2.7708 2.2115 0.0 -0.1 -0.1
F 7.3288 -3.5028 1.8158 0.0 0.0 0.0
C 5.0178 -3.0163 1.6907 0.0 -0.1 -0.1
F 4.9222 -3.9991 0.7871 0.0 0.0 0.0
C 3.8835 -2.2957 2.0622 0.0 0.1 -0.1
S 2.3261 -2.6866 1.3653 -0.1 0.0 0.3
C 4.1155 -1.3055 3.0136 0.0 0.0 -0.1
F 3.1054 -0.5535 3.4498 -0.2 0.1 0.1
C 5.3615 -1.0355 3.5413 0.0 0.0 0.0
F 5.5210 -0.0547 4.4420 0.0 0.1 0.1
F 4.9608 5.2928 -2.1465 0.1 0.2 -0.1
C 4.7933 4.1811 -1.4191 0.1 -0.1 0.0
C 3.7987 4.0823 -0.5400 -0.3 0.0 0.3
N 3.6089 2.9668 0.2400 0.0 0.1 0.0
C 2.4187 2.9067 1.1002 0.2 -0.1 0.0
C 1.1856 2.7495 0.2138 -0.4 0.0 -0.6
O 0.5522 3.7816 -0.0414 0.1 -0.3 0.1
O 0.9841 1.5866 -0.2751 0.1 0.2 0.1
C 4.4058 1.8489 0.1000 -0.3 -0.1 -0.1
O 4.2189 0.8134 0.7005 0.1 0.1 0.1
N 5.4443 2.0062 -0.8034 0.0 0.1 -0.1
C 5.7244 3.0886 -1.6331 0.0 -0.2 0.1
O 6.6468 3.0704 -2.4196 0.0 0.0 0.0
H 3.0817 4.8839 -0.4058 0.0 -0.1 0.0
H 2.3489 3.8375 1.6521 0.0 0.1 0.1
H 2.5305 2.0669 1.7771 0.1 0.0 0.0
H 5.9771 1.1698 -0.9812 0.1 -0.2 0.0



19
Properties=species:S:1:pos:R:3:forces:R:3 method="wB97M-V/def2-TZVPD" lumo_ev=0.89 homo_ev=-9.54 smiles="C=NC.NCCO" spin_multiplicity=1 e_above_lowest_ev=2.978
C 1.9637 -0.2749 1.5458 -0.4 -0.1 -1.3
N 1.4641 0.8698 1.2690 1.9 -1.1 0.9
C 1.0591 1.6597 2.4258 0.6 0.1 0.3
H 2.5776 -0.8363 0.7612 -1.2 0.6 1.0
H 1.7067 -0.7808 2.4984 0.8 0.3 -0.1
H 1.7502 2.5527 2.4085 -1.0 -0.8 0.2
H 1.1020 1.1629 3.4470 0.1 0.3 -1.2
H 0.0533 1.9414 2.2162 -0.8 0.8 0.2
N -1.4816 -1.5427 -0.1916 -0.6 1.1 -0.7
C -0.5627 -0.9880 -1.2055 1.2 -0.4 0.2
C -1.3268 -0.3108 -2.2984 -2.7 1.3 0.1
O -0.5195 0.3780 -3.2593 -0.5 1.0 0.4
H -2.0259 -0.7361 0.1360 -0.1 -0.4 -0.1
H -0.9388 -1.7640 0.6119 0.6 -0.5 0.7
H 0.0881 -1.8088 -1.5883 -0.5 0.5 0.1
H 0.0869 -0.2201 -0.7696 0.2 -0.1 -0.1
H -2.0607 0.4534 -1.7273 1.4 -1.4 -1.3
H -1.9962 -1.0128 -2.8479 0.4 0.3 0.5
H -0.9394 1.2575 -3.4318 0.6 -1.3 0.2



30
Properties=species:S:1:pos:R:3:forces:R:3 method="wB97M-V/def2-TZVPD" lumo_ev="-7.86 / -9.48" charge=+2 homo_ev="-14.85 / -14.84" spin_multiplicity=2
C 2.9391 0.7663 1.2832 0.1 -0.4 1.1
C 2.9864 -0.6512 0.6797 -0.1 1.6 -1.0
Br 2.7061 -2.0708 2.0582 0.0 -0.2 -0.9
C 2.0176 -0.8639 -0.5367 1.6 -0.6 1.1
N 0.7505 -0.1053 -0.4223 -0.5 -0.6 -2.6
C -0.3558 -0.9507 -0.3130 0.0 1.2 -0.7
O -0.3508 -1.9837 0.2230 0.3 -2.3 1.4
O -1.5976 -0.5117 -0.8598 0.0 0.9 1.5
P -2.6512 -0.3250 0.3930 -1.5 0.0 -1.3
C -3.6036 1.2270 0.2626 -0.4 0.1 -0.3
C -3.9010 -1.6780 0.3935 0.2 0.4 0.5
P 0.5779 1.1460 -1.6261 -0.7 3.2 -0.1
O 2.0307 1.8724 -1.7107 -0.4 -1.7 0.2
O 0.3638 0.5244 -3.0912 1.2 0.0 1.3
S -0.6982 2.5158 -1.1460 0.2 -0.6 0.2
H 1.9250 1.1722 1.4120 0.2 -0.2 -0.2
H 3.3750 0.7049 2.2972 0.0 0.2 -0.4
H 3.5751 1.4764 0.7332 -0.3 -0.4 0.0
H 4.0155 -0.8033 0.3244 -0.4 -0.5 0.3
H 2.6119 -0.5533 -1.4120 -0.5 0.1 0.2
H 1.8830 -1.9500 -0.6300 -0.5 0.4 -0.2
H -4.5571 0.9604 -0.2386 0.4 -0.1 0.2
H -3.1213 2.0068 -0.3390 0.2 -0.4 0.3
H -3.8696 1.6266 1.2566 0.3 -0.3 -0.3
H -4.7082 -1.3336 1.0651 0.4 0.0 -0.1
H -4.3449 -1.7698 -0.6145 0.5 0.0 0.2
H -3.5083 -2.6215 0.7908 0.0 0.2 -0.4
H 2.1607 2.4104 -0.9124 -0.1 0.2 -0.3
H 0.8900 1.0694 -3.7105 -0.3 -0.3 -0.2
Ag 2.4595 -1.3070 4.3902 0.0 0.3 0.6



DFT total energy? In order: -8291.3183 -74318.0088 -37452.6494 -123556.4364 -9368.2157 -119568.3905 eV.